# 1
# C47H48Br2FN3O5PbSi

A molecular structure, C47H48Br2FN3O5PbSi (ωB97M-V/def2-TZVPD, the Open Molecules 2025 dataset).

Output
**Frontier orbital gap**: 4.4 eV
**Total charge**: -2
**ΔE to the lowest compared entry with this formula, charge and spin**: 80.4 kcal/mol
**Strongest force on any atom**: 0.0782 hartree/bohr

Structure (XYZ):
```
108
Properties=species:S:1:pos:R:3:forces:R:3:lowdin_charge:R:1
Pb -1.08570 -1.95619 1.25516 0.14 0.37 -1.19 1.3247
O 4.05407 -6.19074 1.93422 1.67 -0.85 0.44 0.1272
C 4.32010 -6.39480 0.65639 -0.48 -1.49 -0.39 -0.5015
O 5.03471 -7.30617 0.27807 0.00 0.79 0.34 0.0779
C 3.48335 -5.58738 -0.25527 0.94 0.14 -0.09 -0.1771
C 2.99290 -6.17480 -1.39986 -0.70 0.46 -0.19 -0.0316
C 2.12544 -5.45973 -2.20437 0.37 0.61 -0.53 -0.0177
C 1.76559 -4.15113 -1.84663 -0.47 -0.31 -0.24 -0.2363
C 2.33005 -3.55358 -0.70588 -1.59 0.33 -1.09 -0.0077
C 3.19947 -4.27328 0.05214 -0.30 -0.33 -0.42 -0.0251
N 0.70841 -3.53561 -2.59196 0.80 -1.73 1.00 0.1305
C 0.80162 -2.30732 -2.74202 -0.08 2.46 -0.99 -0.1122
C -0.24067 -1.50159 -3.46244 1.42 0.60 0.41 -0.2765
C 0.06894 -0.17908 -3.71950 -1.63 1.03 -1.48 0.0079
C -0.83174 0.58630 -4.55406 -0.86 -3.61 1.54 -0.0187
C -2.04178 0.00784 -5.00184 1.94 -1.28 1.48 -0.0378
C -2.18336 -1.35476 -4.61689 -1.58 -0.04 -0.47 -0.1636
N -1.35106 -2.06418 -3.88506 -0.47 -0.64 -0.40 0.1031
H 3.26791 -5.66011 2.06589 -1.06 0.81 0.42 0.0311
H 3.16476 -7.21313 -1.55867 0.46 -0.57 -0.36 0.1132
H 1.82486 -5.82416 -3.18929 -0.36 -0.14 0.52 0.1140
H 1.91980 -2.59670 -0.37120 0.45 -0.19 -0.08 0.1128
H 3.55626 -3.82277 0.92282 0.69 0.50 1.33 0.1183
H 1.71775 -1.71141 -2.49606 -0.62 -0.43 0.15 0.1389
H 0.93449 0.28640 -3.27798 0.15 0.13 -0.15 0.0767
H -0.66445 1.57487 -4.69814 0.80 2.91 -0.59 0.0551
H -2.83408 0.54250 -5.50432 0.19 0.01 -0.20 0.0897
H -3.08694 -1.95474 -4.88271 0.53 0.84 -0.03 0.1035
C -3.02681 5.38054 4.03600 0.39 -0.56 0.11 -0.0641
C -1.51873 5.21258 4.01737 0.78 0.54 0.15 -0.5186
C -0.96873 6.46786 3.32458 0.35 -0.60 0.24 -0.0689
C -0.87293 5.22443 5.47031 -0.56 -0.79 -1.12 -0.0579
C -1.16797 3.87659 3.25896 -0.37 0.86 0.03 -0.1552
C -0.55321 2.85028 3.94022 -1.15 -1.17 -2.65 -0.0908
C -0.39351 1.59518 3.30340 0.74 1.14 1.41 -0.5912
Br 0.42488 0.22904 4.30934 0.18 -0.35 0.16 0.7744
C -0.66339 1.36702 1.98143 -0.28 -1.95 -1.40 -0.4093
O -0.29256 0.22476 1.33752 -0.79 1.32 1.16 -0.4018
C -1.40242 2.38738 1.32321 0.44 0.73 -1.34 -0.0811
C -1.58208 3.62914 1.91690 0.47 -0.46 1.49 0.0224
C -1.73333 2.20766 -0.18958 0.43 0.51 1.26 -0.5739
C -2.38501 3.40327 -0.76853 -2.14 0.92 -0.99 -0.1019
C -2.74595 1.11768 -0.35366 0.67 -0.64 1.60 -0.0480
C -0.43892 1.99146 -0.95789 0.88 0.38 1.50 -0.0237
H -3.31072 6.21991 4.66319 -0.21 0.47 -0.37 0.0792
H -3.36475 4.51206 4.53945 -1.00 -1.01 0.43 0.0678
H -3.42255 5.36506 3.00363 0.01 0.38 0.65 0.0896
H -1.02470 7.35488 3.95996 -0.47 0.00 -0.10 0.0782
H -1.39370 6.63311 2.34198 -0.17 0.14 -0.13 0.0767
H 0.06756 6.27191 3.21665 1.29 0.11 -0.50 0.0682
H -0.97918 6.13049 6.04036 -0.51 0.74 -0.16 0.0628
H 0.20202 5.09114 5.37514 0.11 -0.28 -0.02 0.0808
H -1.29328 4.43026 6.08846 0.12 -0.13 -0.01 0.0768
H -0.31970 2.95357 4.93358 0.72 0.02 2.07 0.0494
H -2.02632 4.44006 1.37924 -0.30 0.20 -0.32 0.0876
H -3.38595 3.67776 -0.31133 0.95 -0.52 -0.34 0.1057
H -2.57445 3.11585 -1.82424 -0.13 0.51 0.39 0.0959
H -1.82813 4.31204 -0.77801 0.81 0.64 -0.02 0.0735
H -3.66350 1.50227 0.05108 -0.61 -0.29 0.75 0.0817
H -2.28569 0.30800 0.22253 -0.94 -0.39 -0.33 0.0253
H -3.00431 0.84224 -1.33878 0.31 -0.43 -1.44 0.0736
H 0.25565 2.81769 -0.60161 -0.44 -1.11 -0.73 0.1190
H -0.69776 2.15788 -1.98314 0.41 -0.24 -0.87 0.0618
H -0.00727 0.99320 -0.71167 -0.20 0.91 -0.53 0.0875
Br -4.04891 -5.41157 0.58510 -0.47 0.23 -0.10 0.7334
C -2.19563 -5.74016 0.50735 0.30 -0.28 -0.28 -0.7741
C -1.75531 -6.80938 -0.26268 0.83 -1.00 0.87 -0.0952
C -0.38721 -7.18472 -0.14069 -1.69 2.23 0.18 -0.0141
C 0.39451 -6.38071 0.68247 -0.99 0.14 0.38 0.0041
C -0.14848 -5.29242 1.38536 -0.27 -0.40 -1.30 -0.1529
N -1.44409 -4.94656 1.22752 1.08 0.08 0.89 0.0487
C 0.84817 -4.42418 2.15080 -0.65 2.85 0.01 -0.5751
O 1.83687 -4.94491 2.63845 0.48 -1.00 0.21 0.0284
O 0.67054 -3.13039 2.18717 -0.43 -1.92 0.16 -0.2206
H -2.50842 -7.43559 -0.73817 0.39 0.26 -0.27 0.0907
H 0.02826 -7.93188 -0.76866 0.31 -0.74 -0.20 0.0977
H 1.42568 -6.54108 0.81619 0.95 -0.40 0.07 0.0875
C 4.40982 3.77718 -6.07760 2.20 0.23 2.03 -0.3631
Si 2.67555 3.25869 -5.40942 -0.48 0.16 -0.64 0.4171
C 2.94177 1.43163 -5.86152 0.21 -0.37 -0.75 -0.3326
C 2.95338 3.09430 -3.54353 0.23 0.51 0.24 -0.3745
C 3.14933 4.23925 -2.77414 -0.62 1.17 0.24 -0.1509
C 3.31798 4.21681 -1.39221 0.48 -1.28 -0.22 -0.1130
C 3.30335 2.97286 -0.74426 -0.38 -0.18 0.53 -0.1288
C 3.07482 1.81066 -1.47643 0.09 0.13 -0.03 -0.1182
C 2.92860 1.89581 -2.85458 0.51 -1.18 -0.38 -0.1566
H 5.30530 3.14895 -5.63779 -1.52 0.92 -0.55 0.0445
H 4.67847 4.84158 -5.86358 -0.22 -0.59 -0.08 -0.0110
H 4.50993 3.66200 -7.13263 -0.24 -0.12 -1.03 -0.0399
H 3.60030 1.46774 -6.73382 0.38 -0.16 0.11 -0.0038
H 3.37252 0.80933 -5.08271 0.54 -0.07 -0.16 -0.0086
H 2.12106 0.86457 -6.24188 -1.11 -0.33 -0.09 -0.0260
H 3.02871 5.21227 -3.28089 0.39 -0.36 0.23 0.0822
H 3.58024 5.08265 -0.81264 -0.23 0.47 0.03 0.0786
H 3.39188 2.89051 0.34838 0.08 0.19 -0.48 0.0948
H 3.03462 0.82989 -1.00134 0.04 0.26 0.10 0.0954
H 2.93714 0.97316 -3.47334 -0.36 0.56 0.92 0.0607
F -5.32494 -1.68172 6.05562 -0.26 0.28 -0.36 -0.0001
C -4.45855 -1.68259 4.99187 0.71 -0.21 1.01 -0.2960
C -3.54742 -2.73818 4.97869 -0.84 -0.17 0.19 -0.0220
C -2.64703 -2.74859 3.91408 -1.39 -0.96 1.49 -0.1714
C -2.59852 -1.81246 2.92789 0.00 1.35 0.02 -0.3670
C -3.45754 -0.72109 3.06131 -0.22 2.02 0.33 -0.1139
C -4.40932 -0.59928 4.12756 0.47 -1.36 -0.92 -0.0102
H -3.63563 -3.58117 5.74388 0.25 1.39 -1.18 0.1334
H -2.08495 -3.62508 3.89854 1.45 -1.25 -0.37 0.0657
H -3.26740 0.19785 2.42152 -0.63 -1.26 0.57 0.1009
H -5.17270 0.16719 4.23816 0.45 0.17 -0.16 0.1055
```
Forces are in eV/Å.

=====

# 2
# C47H48Cl2NOP2Tl

A molecular structure, C47H48Cl2NOP2Tl (ωB97M-V/def2-TZVPD, the Open Molecules 2025 dataset).

Output
**Frontier orbital gap**: 6.5 eV
**Strongest force on any atom**: 0.0418 hartree/bohr

Structure (XYZ):
```
102
Properties=species:S:1:pos:R:3:forces:R:3:lowdin_charge:R:1
Tl 0.19858 -0.39269 0.89481 1.02 0.86 -0.09 0.6597
C 0.13910 0.72103 -4.72013 -0.78 0.04 -0.31 -0.2994
C -0.76420 -0.43982 -4.18708 0.80 0.42 0.05 -0.3496
P -1.40423 -0.17468 -2.45828 -0.38 -0.33 -0.18 0.9935
C -2.71288 -1.44644 -2.38441 0.11 -0.29 0.54 -0.3989
C -3.90623 -1.20014 -1.70098 -0.55 -0.50 -0.31 -0.0964
C -4.89240 -2.20071 -1.62324 0.24 1.25 0.32 -0.0808
C -4.65503 -3.45792 -2.11769 0.53 0.00 -0.32 -0.1035
C -3.43780 -3.72574 -2.73180 0.48 -0.05 0.47 -0.0919
C -2.44682 -2.75177 -2.81404 -0.58 0.12 -0.31 -0.1037
C -2.44110 1.30745 -2.74170 0.45 -0.49 -0.20 -0.3940
C -1.94060 2.49837 -2.24040 -0.45 0.41 0.44 -0.1196
C -2.76097 3.63532 -2.23162 -0.24 -0.95 -0.53 -0.0819
C -4.04829 3.57574 -2.75979 0.06 -0.24 -0.03 -0.0799
C -4.48037 2.38821 -3.37409 0.50 0.10 -0.15 -0.0757
C -3.67602 1.25054 -3.39497 0.17 1.24 0.43 -0.0945
C 1.55286 0.76859 -4.13469 0.14 -0.73 -1.10 -0.3627
P 1.63329 0.87064 -2.31069 0.39 0.52 0.45 0.9772
C 2.32561 2.55481 -2.05844 -0.39 -0.59 -0.01 -0.3719
C 3.38692 2.76116 -1.17737 -0.13 0.78 -0.23 -0.1224
C 3.89590 4.04913 -1.03597 0.03 0.71 0.06 -0.0883
C 3.28051 5.15412 -1.64059 -0.48 -0.78 -0.25 -0.0900
C 2.15641 4.92161 -2.44382 0.05 0.65 -0.47 -0.0966
C 1.69284 3.63314 -2.68728 0.12 0.08 0.33 -0.1092
C 3.09891 -0.20365 -2.07164 -1.54 0.35 0.34 -0.4045
C 2.79101 -1.48364 -1.60924 0.97 -0.47 -0.06 -0.1191
C 3.82466 -2.39327 -1.43047 1.27 0.45 -0.44 -0.0586
C 5.17147 -2.02560 -1.71327 -2.05 0.58 -0.28 -0.0699
C 5.40809 -0.75399 -2.19808 0.32 0.93 0.15 -0.0816
C 4.37608 0.18605 -2.35483 1.12 -0.24 -0.30 -0.1045
H -0.36863 1.70397 -4.62437 0.12 -0.51 0.18 0.0935
H 0.17194 0.54757 -5.80778 0.34 0.16 0.23 0.1045
H -0.16338 -1.35501 -4.18679 0.10 0.01 0.08 0.0694
H -1.55898 -0.62784 -4.90485 -0.35 0.13 0.09 0.0813
H -4.10553 -0.21523 -1.27777 0.01 -0.27 -0.14 0.1085
H -5.86176 -1.94544 -1.20327 0.18 -0.13 0.19 0.1035
H -5.38154 -4.22958 -1.98807 -0.40 -0.38 -0.13 0.0944
H -3.22020 -4.72935 -3.05954 0.02 -0.16 -0.15 0.0984
H -1.47540 -2.99625 -3.23477 -0.16 -0.02 -0.08 0.0976
H -0.94377 2.51002 -1.77613 -0.50 0.08 -0.14 0.0772
H -2.39284 4.53491 -1.81934 0.29 0.88 0.46 0.0858
H -4.71717 4.44539 -2.69161 0.38 -0.44 -0.16 0.1061
H -5.41344 2.36743 -3.90305 -0.46 0.02 0.01 0.0942
H -3.99282 0.34246 -3.87754 -0.18 -0.12 -0.02 0.1069
H 2.17745 1.51999 -4.63532 -0.21 0.06 0.16 0.0896
H 2.03623 -0.19658 -4.38677 -0.20 0.32 0.14 0.0894
H 3.80968 1.92843 -0.62835 0.08 0.14 -0.09 0.1020
H 4.80310 4.24100 -0.47332 -0.13 -0.21 0.25 0.1009
H 3.63667 6.17285 -1.49294 0.07 -0.33 -0.03 0.0989
H 1.68113 5.76606 -2.96818 0.16 -0.41 0.42 0.1054
H 0.80601 3.46992 -3.31634 0.51 0.09 0.17 0.0980
H 1.76129 -1.77072 -1.42694 0.02 0.05 0.09 0.0686
H 3.65996 -3.39799 -1.11206 -0.37 -0.48 0.31 0.0884
H 5.97128 -2.71940 -1.62968 0.46 -0.52 0.23 0.0891
H 6.42122 -0.41667 -2.39648 0.00 -0.21 -0.09 0.1009
H 4.57163 1.21757 -2.69792 0.05 -0.84 0.14 0.1158
Cl -1.26402 2.97725 1.48844 0.52 0.56 0.35 0.4815
C 0.00806 4.05874 2.18474 -0.28 -0.33 0.54 -0.9327
Cl 1.61495 3.28557 2.21642 -0.38 0.26 -0.13 0.5155
H -0.27622 4.31811 3.22570 0.14 -0.35 -0.77 0.0299
H 0.06676 4.94556 1.56476 0.01 -0.09 -0.06 0.0200
C -2.00490 -4.31597 0.59608 0.60 0.85 -0.01 -0.0918
C -3.00050 -4.16811 1.53109 -0.97 -0.06 0.61 -0.1079
C -3.09219 -3.06610 2.36218 0.91 0.93 0.58 -0.0283
C -2.07290 -2.06573 2.26614 -1.31 -1.35 -0.77 -0.2332
C -1.08392 -2.18281 1.28818 0.10 -0.42 -0.08 -0.3192
C -1.04910 -3.30661 0.46608 -0.72 -0.53 0.33 -0.1571
C -2.08856 -0.89229 3.13797 0.83 0.85 1.09 -0.2313
C -3.32978 -0.41964 3.70347 0.65 -0.30 -0.06 -0.0036
C -3.33441 0.60785 4.58440 1.46 0.21 0.33 -0.0033
C -2.06760 1.19627 4.93781 0.72 -0.06 -0.04 -0.1423
C -1.96329 2.26238 5.87374 0.36 -0.23 -0.53 -0.0422
C -0.75328 2.88613 6.08113 0.11 -0.67 -0.51 -0.0882
C 0.41806 2.43772 5.41200 -0.44 -0.86 0.00 -0.0951
C 0.40713 1.25985 4.66979 -0.35 0.90 0.46 -0.0371
C -0.84266 0.67236 4.35209 -1.44 0.07 -0.23 -0.2146
N -0.88906 -0.35007 3.42870 -1.42 -0.16 0.48 0.0919
H -1.99560 -5.18429 -0.02341 0.09 -0.49 -0.39 0.0945
H -3.76141 -4.92392 1.62646 -0.14 -0.28 -0.02 0.0963
H -3.86952 -3.00944 3.15199 0.51 -0.11 -0.72 0.1100
H -0.27661 -3.44795 -0.28159 0.06 0.22 -0.14 0.0762
H -4.23590 -0.94353 3.46191 -0.21 0.01 -0.22 0.0992
H -4.22801 0.96131 5.08420 -0.06 0.03 -0.17 0.1160
H -2.86215 2.58803 6.37670 -0.04 0.10 0.12 0.1065
H -0.64389 3.66004 6.81448 -0.14 0.48 0.08 0.0940
H 1.32071 3.02613 5.51048 0.18 -0.27 0.22 0.0981
H 1.33178 0.78500 4.34530 -0.28 0.27 -0.36 0.0982
C 1.99180 -4.57950 1.65101 0.43 0.00 0.27 -0.0660
C 2.09255 -3.54663 2.76178 -0.47 1.01 -0.18 -0.2632
O 2.71371 -2.33620 2.25010 0.05 -0.21 0.83 -0.2126
C 3.38100 -1.60636 3.32231 -0.78 -0.52 -1.18 -0.2698
C 3.83949 -0.27423 2.80626 -0.12 1.82 0.16 -0.0894
H 3.01779 -4.89370 1.42508 -0.25 -0.12 -0.22 0.0762
H 1.51580 -4.19708 0.74325 0.15 0.14 0.28 0.0488
H 1.41177 -5.45090 1.97641 0.14 0.15 0.03 0.0815
H 2.67857 -3.89807 3.60825 0.31 -0.37 -0.01 0.1072
H 1.10609 -3.29346 3.19579 0.17 0.03 -0.38 0.1170
H 4.21803 -2.20217 3.64719 0.51 -0.30 0.24 0.1097
H 2.68872 -1.52938 4.15255 -0.24 0.26 0.32 0.1092
H 4.53618 -0.36151 1.97199 0.05 -0.23 0.04 0.0727
H 3.00359 0.36777 2.42474 0.40 -0.70 0.32 0.0337
H 4.34555 0.35625 3.59681 -0.45 -0.88 -0.62 0.0957
```
Forces are in eV/Å.